{
  "formula": "C20H24ClF24O3P",
  "method": "ωB97M-V/def2-TZVPD",
  "gap_ev": 9.010,
  "smiles": "FC(F)C(F)(F)COC(F)(F)C(F)F.FC(F)C(F)(F)COC(F)(F)C(F)F.FC(F)C(F)(F)COC(F)(F)C(F)F.CCPC[C@@H](C)Cl",
  "e_homo_ev": -8.496,
  "charge": 0,
  "species": ["F", "C", "F", "C", "F", "F", "C", "O", "C", "F", "F", "C", "F", "F", "H", "H", "H", "H", "F", "C", "F", "C", "F", "F", "C", "O", "C", "F", "F", "C", "F", "F", "H", "H", "H", "H", "F", "C", "F", "C", "F", "F", "C", "O", "C", "F", "F", "C", "F", "F", "H", "H", "H", "H", "C", "C", "P", "C", "C", "C", "Cl", "H", "H", "H", "H", "H", "H", "H", "H", "H", "H", "H", "H"],
  "coordinates": [[0.3647, 6.3960, -2.4036], [0.7887, 5.1437, -2.6616], [-0.2126, 4.4765, -3.2849], [1.1355, 4.4006, -1.3707], [0.0304, 4.2410, -0.6165], [1.5477, 3.1568, -1.7374], [2.2648, 4.9904, -0.5075], [1.8887, 5.7970, 0.5882], [1.6487, 7.1314, 0.4358], [2.0082, 7.5714, -0.7811], [2.4017, 7.7817, 1.3444], [0.1902, 7.4609, 0.7498], [-0.6322, 6.7706, -0.0623], [-0.0077, 8.7806, 0.5422], [1.6550, 5.1819, -3.3282], [2.7447, 4.1309, -0.0456], [3.0246, 5.4753, -1.1183], [-0.0369, 7.2135, 1.7883], [0.8294, -4.2238, -6.5249], [1.2811, -5.4912, -6.6071], [0.3250, -6.2456, -7.2008], [1.5662, -6.0706, -5.2204], [0.4201, -6.1639, -4.5187], [2.0205, -7.3368, -5.4433], [2.6401, -5.3745, -4.3683], [2.1957, -4.4550, -3.3966], [1.9498, -3.1535, -3.7250], [2.3805, -2.8657, -4.9691], [2.6522, -2.3834, -2.8659], [0.4786, -2.8111, -3.5288], [-0.3030, -3.6035, -4.2985], [0.2640, -1.5299, -3.9083], [2.1826, -5.5163, -7.2260], [3.0988, -6.1703, -3.7873], [3.4283, -4.9493, -4.9879], [0.1822, -2.9247, -2.4812], [0.7416, -1.5134, 4.9200], [0.6068, -2.6575, 5.6232], [1.1495, -3.6652, 4.9001], [-0.8665, -2.9802, 5.8783], [-1.4901, -3.2221, 4.7074], [-0.8651, -4.1383, 6.5948], [-1.6830, -1.9684, 6.6994], [-2.4738, -1.0479, 5.9792], [-1.9409, 0.1151, 5.5102], [-0.7023, 0.3299, 5.9886], [-2.7247, 1.1235, 5.9351], [-1.9662, 0.1403, 3.9851], [-1.2693, -0.9005, 3.4803], [-1.3812, 1.2802, 3.5449], [1.1505, -2.5696, 6.5680], [-2.4070, -2.5661, 7.2468], [-1.0677, -1.4676, 7.4453], [-2.9899, 0.0946, 3.6094], [0.1601, 1.1398, 0.5530], [0.2086, 0.2258, -0.6752], [-0.5284, -1.4429, -0.5275], [-2.2054, -1.3789, 0.2767], [-2.8714, -0.0459, 0.3647], [-3.1333, 0.6010, -0.9400], [-4.5075, -0.3477, 1.1172], [-0.0871, 0.6198, 1.4449], [1.0657, 1.6936, 0.6190], [-0.6205, 1.8457, 0.3978], [1.2389, 0.0363, -0.8660], [-0.1369, 0.7118, -1.5455], [0.2681, -2.0188, 0.4796], [-2.1748, -1.8271, 1.2354], [-2.8405, -1.9928, -0.3121], [-2.3973, 0.5980, 1.0485], [-3.6533, 1.5088, -0.7561], [-2.2400, 0.8552, -1.4624], [-3.7624, 0.0004, -1.5404]],
  "lowdin_charge": [0.0979, -0.3000, 0.0974, -0.4457, 0.1303, 0.1040, -0.0406, 0.0541, -0.5584, 0.1527, 0.1513, -0.2862, 0.1013, 0.1029, 0.1746, 0.1475, 0.1470, 0.1769, 0.0949, -0.3035, 0.0965, -0.4462, 0.1377, 0.1024, -0.0460, 0.0535, -0.5499, 0.1442, 0.1411, -0.3268, 0.0887, 0.0812, 0.1728, 0.1484, 0.1459, 0.0753, 0.0915, -0.3013, 0.0980, -0.4459, 0.1352, 0.1066, -0.0414, 0.0579, -0.5553, 0.1508, 0.1568, -0.2813, 0.0853, 0.0946, 0.1737, 0.1496, 0.1469, 0.1484, -0.1340, -0.4565, 0.9837, -0.4438, -0.7696, -0.1301, 0.6073, 0.0379, 0.0567, 0.0511, 0.0551, 0.0418, -0.0428, 0.0438, 0.0537, 0.0491, 0.0726, 0.0616, 0.0751]
}

{
  "formula": "C6H16N2",
  "method": "ωB97M-V/def2-TZVPD",
  "gap_ev": 7.382,
  "e_homo_ev": -8.280,
  "charge": 0,
  "relative_energy_ev": 6.479,
  "species": ["C", "C", "C", "C", "C", "N", "C", "N", "H", "H", "H", "H", "H", "H", "H", "H", "H", "H", "H", "H", "H", "H", "H", "H"],
  "coordinates": [[1.8528, 0.5635, -1.2038], [0.4596, 0.0391, -0.8778], [-0.7059, 1.0270, -1.0650], [-1.7359, 0.3134, -0.1594], [-0.4239, 2.4042, -0.4580], [0.3960, -0.3654, 0.5279], [0.2743, -1.7843, 0.7415], [0.1578, -1.9703, 2.2070], [1.8492, 1.1433, -2.1257], [2.1450, 1.2594, -0.4186], [2.5857, -0.2363, -1.1547], [0.1789, -0.7681, -1.5685], [-1.1675, 1.0266, -2.0511], [-2.2624, -0.4985, -0.6428], [-2.4545, 0.8913, 0.4054], [-2.0201, -1.0464, 1.2435], [0.6148, 2.6797, -0.6197], [-1.0580, 3.2363, -0.7508], [-0.5135, 2.3065, 0.6253], [-0.7448, -0.1391, 0.6608], [-0.6132, -2.1449, 0.1760], [1.1909, -2.2995, 0.4349], [-0.2203, -2.8772, 2.4749], [-0.6576, -1.3898, 2.3943]],
  "nbo_charge": [-0.6145, -0.0640, -0.2572, -0.4073, -0.6253, -0.5708, -0.0840, -0.8066, 0.2071, 0.2160, 0.2199, 0.1747, 0.2265, 0.2192, 0.2239, -0.0869, 0.2180, 0.2185, 0.2170, 0.3301, 0.1485, 0.1958, 0.3519, 0.3493]
}

{
  "formula": "C3H5Cl",
  "method": "ωB97M-V/def2-TZVPD",
  "gap_ev": 10.107,
  "e_homo_ev": -9.272,
  "charge": 0,
  "relative_energy_ev": 2.102,
  "species": ["C", "C", "C", "H", "H", "H", "H", "H", "Cl"],
  "coordinates": [[0.3013, -1.1260, 0.0830], [-0.4706, 0.1741, 0.0928], [0.1081, 1.4068, -0.0119], [1.4386, -1.0333, -0.7427], [-0.5681, -1.6941, -0.6988], [0.4188, -1.5950, 1.0867], [1.2390, 1.5404, 0.0023], [-0.3359, 2.3147, 0.1745], [-2.1312, 0.0125, 0.0139]],
  "nbo_charge": [-0.6408, -0.0940, -0.4045, 0.2298, 0.2274, 0.2405, 0.2005, 0.2023, 0.0389]
}

{
  "formula": "C33H30MoN2O9PS",
  "method": "ωB97M-V/def2-TZVPD",
  "gap_ev": 8.525,
  "e_homo_ev": -11.996,
  "charge": 1,
  "species": ["Mo", "O", "C", "O", "C", "C", "N", "N", "C", "C", "O", "O", "H", "H", "H", "O", "S", "O", "O", "O", "O", "P", "C", "C", "C", "C", "C", "C", "C", "C", "C", "C", "C", "C", "C", "C", "C", "C", "C", "C", "H", "H", "H", "H", "H", "H", "H", "H", "H", "H", "H", "H", "H", "H", "H", "C", "C", "C", "C", "C", "C", "C", "C", "C", "C", "H", "H", "H", "H", "H", "H", "H", "H", "H", "H", "H", "H"],
  "coordinates": [[2.2387, 0.3127, -0.0819], [4.3081, 1.3613, 5.4496], [2.9965, 1.2186, 5.5095], [2.3628, 1.3625, 6.5202], [2.2864, 0.8605, 4.2424], [0.9185, 0.6707, 4.1744], [0.6126, 0.3708, 2.9030], [1.7078, 0.3274, 2.1416], [2.7275, 0.6325, 2.9322], [4.0590, 0.6819, 2.2560], [5.0692, 0.9101, 2.8904], [3.9977, 0.4519, 0.9825], [4.6721, 1.2079, 4.5426], [0.1801, 0.7234, 4.9574], [-0.2694, 0.0961, 2.4974], [0.6485, 2.7059, -1.9798], [1.2512, 3.4854, -0.7098], [2.1430, 4.4861, -1.1534], [2.6900, 1.0637, -1.4761], [1.6647, 2.6421, 0.3933], [0.1048, 0.4879, -0.0123], [-0.9950, 0.9340, -0.9638], [-0.7610, 2.7085, -1.4768], [-1.7598, 3.1046, -2.5100], [-2.1517, 4.3713, -2.6479], [-1.6770, 5.4445, -1.7798], [-0.9257, 5.1833, -0.7159], [-0.4938, 3.7961, -0.3789], [-2.5779, 0.9062, -0.1473], [-2.6318, 1.2692, 1.2004], [-3.8502, 1.3296, 1.8551], [-5.0188, 1.0329, 1.1642], [-4.9708, 0.6844, -0.1779], [-3.7536, 0.6223, -0.8385], [-0.9983, -0.0943, -2.4162], [-0.4918, 0.2926, -3.6565], [-0.4663, -0.6198, -4.6994], [-0.9368, -1.9111, -4.5053], [-1.4246, -2.3036, -3.2653], [-1.4563, -1.4002, -2.2176], [-2.1634, 2.3379, -3.1575], [-2.8679, 4.6205, -3.4202], [-1.9782, 6.4594, -1.9988], [-0.5920, 5.9653, -0.0463], [-0.7441, 3.5185, 0.6439], [-1.7216, 1.5224, 1.7323], [-3.8924, 1.6110, 2.8987], [-5.9713, 1.0769, 1.6750], [-5.8837, 0.4565, -0.7110], [-3.7225, 0.3397, -1.8834], [-0.0953, 1.2872, -3.8111], [-0.0733, -0.3214, -5.6616], [-0.9183, -2.6180, -5.3244], [-1.7815, -3.3134, -3.1124], [-1.8247, -1.7162, -1.2475], [2.4552, -3.7487, -1.5899], [2.2535, -2.9533, -0.2960], [3.3605, -3.3522, 0.7040], [2.4381, -1.4894, -0.6127], [0.8673, -3.1857, 0.3146], [-0.1037, -3.9475, -0.3270], [-1.3622, -4.1273, 0.2367], [-1.6766, -3.5483, 1.4548], [-0.7072, -2.8075, 2.1196], [0.5465, -2.6358, 1.5545], [3.4578, -3.5639, -1.9758], [1.7387, -3.4561, -2.3594], [2.3590, -4.8202, -1.4101], [4.3460, -3.1608, 0.2785], [3.2761, -4.4169, 0.9240], [3.2851, -2.7965, 1.6375], [2.9225, -1.2900, -1.5742], [0.1089, -4.4161, -1.2773], [-2.0948, -4.7364, -0.2781], [-2.6523, -3.6975, 1.8981], [-0.9198, -2.3955, 3.0997], [1.3033, -2.0910, 2.1007]],
  "lowdin_charge": [1.6823, 0.1528, -0.4926, 0.1257, -0.0198, 0.0440, 0.0509, -0.0502, -0.1209, -0.5202, 0.1180, -0.1381, 0.0771, 0.1511, 0.1282, -0.2106, 0.7041, -0.1721, -0.3880, -0.3466, -0.4330, 0.8984, -0.4114, -0.0435, -0.0213, -0.0388, -0.0449, -0.2071, -0.2703, -0.0781, -0.0529, -0.0466, -0.0472, -0.0595, -0.2739, -0.0566, -0.0449, -0.0458, -0.0579, -0.0753, 0.1088, 0.1224, 0.1207, 0.1309, 0.1348, 0.0908, 0.1154, 0.1174, 0.1171, 0.1142, 0.1096, 0.1176, 0.1166, 0.1138, 0.1078, -0.0558, -0.5343, -0.0145, -0.1272, -0.1720, -0.0414, -0.0803, -0.0804, -0.0805, -0.0569, 0.0955, 0.0823, 0.0978, 0.0985, 0.1033, 0.0767, 0.0732, 0.1024, 0.1104, 0.1072, 0.1036, 0.0898]
}

{
  "formula": "C4H9N2O",
  "method": "ωB97M-V/def2-TZVPD",
  "gap_ev": [9.064, 9.063],
  "e_homo_ev": [-14.405, -14.404],
  "charge": 1,
  "relative_energy_ev": 6.906,
  "species": ["C", "C", "C", "C", "N", "N", "O", "H", "H", "H", "H", "H", "H", "H", "H", "H"],
  "coordinates": [[1.3325, 0.8142, 0.2216], [-0.4766, -1.5745, 0.7340], [-1.3342, 0.0598, -0.9509], [-0.7633, -0.2748, 0.3537], [1.7620, -0.1537, -0.3435], [1.1848, 2.0732, 0.4833], [1.7207, -1.3390, -0.4557], [-1.1603, -2.2658, 0.3373], [-0.1428, -1.7729, 1.7544], [0.3272, -1.7298, 0.0258], [-0.4955, -0.1725, -1.6426], [-1.7576, 1.1738, -1.1190], [-2.2559, -0.4607, -1.2859], [-0.7318, 0.4852, 1.1424], [1.8836, 2.4920, 1.0467], [0.9072, 2.6454, -0.3016]],
  "nbo_charge": [0.4131, -0.7212, -0.7479, 0.1742, 0.1557, -0.7839, -0.3204, 0.2992, 0.2703, 0.3351, 0.2646, 0.2656, 0.2950, 0.2403, 0.4321, 0.4283]
}

{
  "formula": "C5H12O",
  "method": "ωB97M-V/def2-TZVPD",
  "gap_ev": 11.193,
  "smiles": "CC(C)CCO",
  "e_homo_ev": -10.139,
  "charge": 0,
  "relative_energy_ev": 0.577,
  "species": ["C", "C", "C", "C", "C", "O", "H", "H", "H", "H", "H", "H", "H", "H", "H", "H", "H", "H"],
  "coordinates": [[-1.1947, 0.7448, -0.9504], [-0.4393, -0.2503, -0.0561], [-1.4304, -1.1889, 0.6345], [0.6185, 0.4821, 0.7920], [1.8894, 0.6169, -0.0602], [2.4898, -0.6492, -0.2477], [-0.5309, 1.4863, -1.4089], [-1.9301, 1.3057, -0.3540], [-1.7483, 0.2425, -1.7492], [0.1886, -0.9714, -0.6451], [-2.2211, -0.6564, 1.1718], [-0.9195, -1.8641, 1.3281], [-1.9170, -1.8099, -0.1312], [0.3299, 1.4977, 1.0916], [0.8588, -0.1140, 1.6839], [2.5983, 1.3051, 0.4181], [1.6218, 1.0463, -1.0424], [1.7362, -1.2232, -0.4747]],
  "nbo_charge": [-0.6105, -0.1975, -0.6016, -0.4302, -0.0589, -0.7099, 0.2082, 0.2067, 0.2109, 0.1529, 0.2040, 0.2091, 0.2087, 0.2073, 0.2120, 0.1837, 0.1520, 0.4532]
}

{
  "formula": "C6H9N",
  "method": "ωB97M-V/def2-TZVPD",
  "gap_ev": 8.621,
  "e_homo_ev": -7.906,
  "charge": 0,
  "relative_energy_ev": 3.612,
  "species": ["C", "C", "C", "C", "C", "C", "N", "H", "H", "H", "H", "H", "H", "H", "H", "H"],
  "coordinates": [[-1.5892, -0.9044, -0.4595], [-1.3749, 0.8576, 1.1828], [-0.5119, 1.8654, 0.8881], [0.7109, 1.4427, 0.2118], [0.6834, 0.1251, -0.0307], [1.7322, -0.8049, -0.5519], [-0.6068, -0.3495, 0.5060], [-2.4710, -1.1864, 0.1173], [-1.8693, -0.1014, -1.1429], [-1.1842, -1.7599, -1.0061], [-0.7175, 2.9008, 1.1387], [1.5539, 2.0833, -0.0336], [1.4496, -1.3120, -1.4828], [2.6430, -0.2310, -0.7527], [2.0001, -1.5800, 0.1793], [-0.4484, -1.0454, 1.2361]],
  "nbo_charge": [-0.4031, -0.1302, -0.4458, -0.1866, 0.0763, -0.6472, -0.4502, 0.2355, 0.2289, 0.1950, 0.2202, 0.2187, 0.2165, 0.2361, 0.2136, 0.4222]
}

{
  "formula": "C3H4N2",
  "method": "ωB97M-V/def2-TZVPD",
  "gap_ev": [7.861, 6.538],
  "spin_multiplicity": 3,
  "s2": 2.007,
  "e_homo_ev": [-6.886, -9.369],
  "charge": 0,
  "relative_energy_ev": 2.415,
  "species": ["C", "C", "C", "N", "N", "H", "H", "H", "H"],
  "coordinates": [[0.8663, -1.3476, 0.8672], [0.1458, 0.1603, 0.1102], [-0.8873, 0.6572, -0.8455], [1.5101, -0.4431, 1.4866], [0.9550, 0.7184, 0.9404], [0.9478, -2.4336, 0.8213], [-1.2487, 1.5347, -0.4496], [-1.6969, 0.0085, -1.1575], [-0.5921, 1.1452, -1.7730]],
  "nbo_charge": [-0.0510, 0.2546, -0.6955, -0.1932, -0.2890, 0.2391, 0.2479, 0.2482, 0.2388]
}

The evaluated electronic energy for the records listed, in turn: -114302.2657; -9455.5952; -15711.7439; -78090.4020; -9309.1096; -7426.7342; -7854.5481; -6148.0987 eV.